Molecular formula: C16H45N3O7Zr
Method: DFT, the ωB97M-V functional and the def2-TZVPD basis

HOMO energy ... -0.7979 Ha
Molecular weight ... 482.77 g mol⁻¹
LUMO ... -13.44 eV
Relative energy (zero: lowest compared OMol25 entry of this formula, charge and spin) ... 0.596 eV
Energy ... -37359.312 eV
Total charge ... +4

```
72
Properties=species:S:1:pos:R:3:forces:R:3:mulliken_charge:R:1
Zr -3.231 -22.702 10.814 -1.4 -0.4 1.4 -0.1498
O -2.706 -20.584 11.046 0.2 1.4 1.0 -0.3685
O -0.817 -24.452 13.719 0.7 0.4 1.6 -0.5314
O -6.713 -23.176 12.330 -0.4 -0.4 1.1 0.0212
O -0.974 -22.431 10.585 -1.4 -8.9 1.3 -0.3726
O -2.309 -24.628 10.309 5.5 4.3 -6.4 -0.4702
O -5.818 -22.785 9.134 0.4 -0.6 -0.2 0.0358
O -4.656 -24.307 10.882 2.0 0.4 0.4 0.4735
N -3.301 -22.220 8.794 1.9 3.0 -4.4 -0.6865
N -2.587 -22.988 12.822 3.1 3.5 2.5 0.4743
N -5.038 -21.708 11.421 -1.2 3.3 -1.7 0.5086
C -5.406 -22.839 7.798 -0.7 0.0 -1.2 -1.2414
C -0.398 -21.314 10.389 3.1 7.5 -0.2 -0.4451
C -5.357 -21.391 12.802 0.1 3.7 2.3 1.1607
C -7.857 -23.912 12.734 -2.1 -0.5 0.2 -1.0163
C -7.217 -22.662 9.164 -0.9 2.5 -0.6 -0.9307
C -3.301 -24.372 7.642 -1.0 -1.3 -1.1 -1.5481
C -2.657 -25.594 11.043 -3.1 -8.1 6.9 -0.4741
C -6.726 -21.922 13.017 -0.9 0.4 0.5 -1.2188
C 0.406 -24.908 14.450 0.8 -0.8 -1.4 -0.8532
C -5.304 -19.874 13.092 0.6 -1.0 2.8 -1.8571
C -1.473 -20.248 10.411 0.8 1.5 -3.5 -0.8935
C -4.180 -25.613 11.028 1.0 -2.7 0.8 -1.0392
C -1.677 -23.935 14.733 0.5 0.1 3.0 -1.2707
C -4.023 -24.625 14.094 0.4 -0.9 -0.7 -0.8235
C -3.924 -22.986 7.730 -0.6 -2.6 -2.6 0.3186
C -2.984 -23.499 14.132 -1.5 -2.9 1.0 -0.1917
H -2.342 -26.615 10.703 -0.1 0.8 -0.1 0.7202
H -3.585 -25.617 13.774 -0.5 1.0 0.6 0.2860
H -4.693 -21.873 13.473 0.6 -0.5 0.5 -1.0584
H -7.506 -21.217 12.676 0.1 -0.4 -0.5 0.4474
H -7.557 -22.405 10.138 -0.2 -0.2 0.9 0.1563
H -5.938 -19.580 13.971 0.7 -0.7 -0.3 0.4043
H -7.848 -24.258 13.795 0.2 1.0 -0.5 0.3130
H -5.681 -21.929 7.199 -0.1 -0.2 0.9 0.5446
H -1.200 -23.039 15.245 -0.2 -0.8 -0.7 0.5209
H -5.916 -22.250 11.555 0.5 -1.6 -3.6 0.4173
H -1.068 -19.314 10.711 0.3 0.8 1.2 0.6679
H -7.819 -23.407 8.713 0.0 -1.6 -0.2 0.3986
H -4.690 -26.135 11.825 0.4 0.2 0.9 0.5805
H -3.450 -24.805 6.630 -0.4 0.3 0.5 0.5079
H -1.553 -25.043 9.751 -1.4 2.1 0.5 0.5649
H -1.830 -24.664 15.576 0.0 0.4 -0.9 0.5883
H -3.639 -25.136 8.340 -0.4 0.2 0.0 0.1881
H -6.939 -22.039 14.047 -0.1 -0.4 1.2 0.5384
H -4.502 -24.704 15.059 0.3 -0.4 0.5 0.5427
H -5.712 -19.217 12.397 -0.6 0.8 -2.1 0.5263
H -2.420 -22.037 8.254 0.1 -0.2 1.3 0.5299
H 0.195 -25.920 14.757 0.0 -0.4 0.0 0.3159
H -5.339 -20.795 10.850 0.8 -2.6 1.2 0.4322
H -3.721 -21.305 8.583 -0.2 0.4 0.9 0.3823
H -5.919 -23.639 7.252 0.2 -0.2 0.1 0.4777
H -3.736 -22.585 6.716 0.6 0.5 0.7 0.4487
H -2.237 -24.385 7.674 1.1 0.5 0.2 0.4792
H -5.561 -24.481 10.764 -2.6 1.1 -0.4 0.0573
H -4.477 -26.220 10.215 -0.4 -0.2 -1.6 0.6812
H -2.204 -22.027 13.225 -1.2 -1.2 -1.7 0.4481
H -8.721 -23.278 12.453 0.1 -0.5 0.8 0.3615
H 0.331 -21.098 11.203 -0.1 0.0 -0.7 0.4965
H -3.047 -19.668 11.269 -0.4 -1.6 0.2 0.3869
H -8.017 -24.846 12.212 0.6 -0.1 -0.8 0.3575
H -7.474 -21.796 8.551 -0.1 0.3 0.0 0.4103
H -3.396 -22.767 14.781 -0.3 1.1 0.3 0.6549
H -4.874 -24.413 13.453 0.0 0.3 -0.4 -0.2293
H 0.710 -24.363 15.333 -0.6 0.8 0.0 0.3959
H -1.573 -23.363 12.956 -0.2 -0.5 -1.8 0.7292
H -0.210 -23.104 10.671 -2.1 0.6 0.0 0.4013
H -1.758 -19.967 9.373 0.2 -0.5 0.2 0.3496
H 0.063 -21.284 9.397 0.5 0.4 0.2 0.2933
H -2.208 -25.545 12.068 -0.5 0.1 -0.5 -0.1454
H 1.264 -24.901 13.755 -0.6 0.0 0.1 0.3328
H -4.275 -19.597 13.360 -0.2 0.2 -0.1 0.4872
```
Forces are in eV/Å.